The molecule C7H9NO. Source: OMol25; level of theory: wB97M-V/def2-TZVPD.

Computed properties:
Multiplicity: 1
E in eV: -10935.5526
ΔE to the lowest compared entry with this formula, charge and spin in kJ/mol: 700.7
E_HOMO in Ha: -0.32616
E_LUMO in eV: 0.720
SMILES: CC#CC(=O)N1C[C@H]1C

The geometry in XYZ format:
```
18
Properties=species:S:1:pos:R:3:lowdin_charge:R:1
C -3.93667 0.18459 0.29228 -0.10
C -2.43557 0.06355 -0.01296 0.04
C -1.23814 -0.35374 -0.14333 0.05
C 0.01140 -0.63231 -0.34208 -0.58
O 0.66935 -1.64055 -0.31298 0.08
N 0.76197 0.48991 -0.46470 -0.11
C 1.03134 1.77383 0.07935 -0.01
C 2.17245 0.56947 -0.26624 -0.17
C 2.52788 -0.52301 0.80769 -0.08
H -4.29521 1.10539 0.87913 0.10
H -4.37268 -0.22833 -0.71058 0.12
H -4.23428 -0.61629 0.90326 0.03
H 1.01183 2.65437 -0.80435 0.15
H 0.90799 2.01055 1.18120 0.11
H 2.70698 0.58601 -1.21581 0.13
H 3.62427 -0.23393 0.93601 0.07
H 3.10102 -1.36277 0.34127 0.08
H 2.06545 -0.71418 1.75831 0.08
```

A structure of composition C6H13HgO4. Source: OMol25; level of theory: wB97M-V/def2-TZVPD.

Computed properties:
Multiplicity: 2
E in eV: -18791.8593
ΔE to the lowest compared entry with this formula, charge and spin in kJ/mol: 260.4
E_HOMO (alpha / beta) in Ha: -0.23419 / -0.33115
E_LUMO (alpha / beta) in eV: 0.719 / -0.144
<S²>: 0.753

The geometry in XYZ format:
```
24
Properties=species:S:1:pos:R:3:lowdin_spin:R:1
C 2.54806 -0.51019 -2.48040 0.00
O 2.35588 -1.90188 -2.54318 0.00
H 3.30445 -0.30574 -1.70839 0.00
H 2.89952 -0.09846 -3.44174 0.00
H 1.60710 0.00406 -2.21607 0.00
O -2.62510 -1.90987 -1.18911 0.08
C -2.05174 -2.59387 -0.35089 0.01
C -1.36943 -3.86912 -0.73054 0.01
O -1.42178 -4.12267 -2.06998 0.13
C 0.95375 -2.39751 -2.60425 0.00
C 0.26621 -2.05725 -3.91133 0.01
O -1.05675 -1.56698 -3.68803 0.12
C -1.39332 -0.48161 -4.54297 0.04
Hg -2.52655 -2.89205 -3.06500 0.54
H -1.98453 -2.24705 0.69811 0.00
H -1.80786 -4.65584 -0.07421 0.00
H -0.32564 -3.75509 -0.34913 0.00
H 1.10379 -3.48655 -2.58244 0.00
H 0.42569 -1.91354 -1.76037 0.00
H 0.20916 -2.95432 -4.54933 0.01
H 0.84555 -1.28552 -4.44225 0.00
H -2.43675 -0.21705 -4.34798 0.02
H -0.74120 0.37600 -4.32010 0.00
H -1.27820 -0.77480 -5.59723 0.00
```

A structure of composition C15H23ClN5O4Sc. Source: OMol25; level of theory: wB97M-V/def2-TZVPD.

Computed properties:
Multiplicity: 1
E in eV: -64775.0864
E_HOMO in Ha: -0.60272
E_LUMO in eV: -7.293
Charge: +2

The geometry in XYZ format:
```
49
Properties=species:S:1:pos:R:3:lowdin_charge:R:1
Sc -0.44690 0.37341 -0.08847 1.02
C 3.76408 0.52576 -1.73032 0.02
C 2.41118 0.22338 -1.17977 -0.21
N 1.60028 1.05986 -0.64691 0.01
C 1.88977 2.48778 -0.47378 -0.14
C 0.62048 3.28763 -0.74843 -0.14
N -0.59623 2.66935 -0.14759 -0.11
C -1.04462 3.20187 1.17179 -0.14
C -0.51653 2.37640 2.33361 -0.15
N -0.71427 0.92170 2.08864 -0.12
C -2.10512 0.42743 2.34524 -0.15
C -2.18539 -1.08580 2.04415 -0.13
N -1.18307 -1.40238 1.02837 -0.02
C -0.91973 -2.57209 0.59701 -0.23
C -1.66517 -3.80166 0.97640 0.04
C 0.25566 -2.59064 -0.34717 -0.17
C 0.78365 -3.68710 -0.99955 0.06
C 1.90606 -3.49815 -1.79994 0.03
C 2.49382 -2.24290 -1.90465 0.05
C 1.91000 -1.19659 -1.21392 -0.17
N 0.81537 -1.38762 -0.48391 0.06
H 4.18236 1.44045 -1.32339 0.09
H 3.70386 0.62902 -2.81836 0.13
H 4.45215 -0.29096 -1.51689 0.10
H 2.67446 2.84521 -1.13613 0.13
H 2.23112 2.63850 0.55342 0.14
H 0.45607 3.32647 -1.82373 0.14
H 0.75181 4.31107 -0.39761 0.14
H -1.35599 2.84782 -0.79690 0.12
H -2.13404 3.19268 1.17016 0.13
H -0.73661 4.23991 1.29983 0.14
H -1.00013 2.69423 3.25885 0.14
H 0.55518 2.53550 2.45590 0.13
H -0.10057 0.42118 2.72782 0.14
H -2.78672 0.97553 1.69941 0.11
H -2.39726 0.61373 3.37816 0.14
H -3.19129 -1.34241 1.70827 0.15
H -1.98580 -1.66635 2.94675 0.14
H -2.66716 -3.75353 0.53934 0.12
H -1.78682 -3.85576 2.05959 0.11
H -1.18613 -4.71361 0.63426 0.09
H 0.34088 -4.66785 -0.90191 0.13
H 2.33154 -4.33786 -2.33395 0.14
H 3.37774 -2.09718 -2.50981 0.13
O -2.25448 -1.45699 -1.86526 -0.24
Cl -2.21363 -0.03979 -1.99753 0.77
O -3.05495 0.47759 -2.98813 -0.17
O -0.78889 0.37259 -2.19037 -0.35
O -2.49003 0.57118 -0.65258 -0.37
```

A structure of composition C33H39BCl5N6S3V. Source: OMol25; level of theory: wB97M-V/def2-TZVPD.

Computed properties:
Multiplicity: 1
E in eV: -165264.5218
ΔE to the lowest compared entry with this formula, charge and spin in kJ/mol: 51.9
E_HOMO (alpha / beta) in Ha: -0.50592 / -0.50370
E_LUMO (alpha / beta) in eV: -7.408 / -6.991
Charge: +2

The geometry in XYZ format:
```
88
Properties=species:S:1:pos:R:3:lowdin_charge:R:1
V 0.28639 -0.20705 -0.14092 0.12
C -0.13079 -4.57865 -1.88797 -0.03
C -1.27887 -3.68203 -1.56095 -0.21
C -2.50846 -3.79550 -2.15155 0.11
C -3.54614 -2.88885 -1.83230 -0.16
N -3.29530 -1.82857 -1.09754 0.21
N -2.10205 -1.70148 -0.52454 0.02
B -1.90081 -0.47612 0.38958 -0.60
N -2.74486 0.72043 -0.07073 0.02
N -3.99805 0.77667 0.38464 0.21
C -4.77866 1.74975 -0.02066 -0.17
C -4.28165 2.75679 -0.88219 0.10
C -2.99548 2.71462 -1.34123 -0.22
C -2.40068 3.77891 -2.20298 -0.04
C -2.22086 1.60528 -0.92671 -0.50
S -0.61216 1.37894 -1.49118 0.88
C -6.21152 1.80018 0.47720 -0.54
C -7.15375 1.82842 -0.73592 -0.02
C -6.39536 3.08238 1.30517 -0.02
C -6.52535 0.58225 1.34243 -0.05
N -2.08213 -0.80780 1.88789 0.00
N -3.15084 -1.49217 2.28719 0.21
C -3.28663 -1.73737 3.57192 -0.17
C -2.31210 -1.29653 4.49922 0.10
C -1.21186 -0.59485 4.08979 -0.21
C -0.14279 -0.11353 5.01192 -0.03
C -1.12765 -0.35801 2.70196 -0.52
S 0.17712 0.51443 1.98401 0.85
C -4.51193 -2.47626 4.07225 -0.55
C -5.33267 -1.48792 4.92053 -0.02
C -4.08639 -3.66353 4.94970 -0.03
C -5.35818 -2.99505 2.91450 -0.05
C -1.12006 -2.62479 -0.63332 -0.55
S 0.25320 -2.45196 0.38838 0.83
C -4.98454 -3.08717 -2.27234 -0.54
C -5.14354 -4.27913 -3.21524 -0.05
C -5.50263 -1.81164 -2.94609 -0.03
C -5.77582 -3.36281 -0.98145 -0.03
H -0.44629 -5.39683 -2.53040 0.10
H 0.32243 -4.98980 -0.98546 0.09
H 0.64958 -4.01587 -2.40505 0.09
H -2.68484 -4.56410 -2.89168 0.13
H -4.92112 3.58344 -1.16254 0.14
H -3.13929 4.54111 -2.43716 0.10
H -2.01083 3.36430 -3.13377 0.09
H -1.56181 4.24990 -1.68606 0.10
H -6.98562 2.70543 -1.36278 0.09
H -8.18672 1.86356 -0.39053 0.10
H -7.03156 0.93588 -1.35010 0.08
H -6.21245 3.97944 0.71175 0.09
H -5.72123 3.09124 2.16340 0.10
H -7.42045 3.12893 1.67178 0.10
H -6.38708 -0.33442 0.76938 0.07
H -7.55732 0.62608 1.69001 0.10
H -5.86311 0.54770 2.20752 0.07
H -2.42912 -1.53268 5.54851 0.14
H -0.40010 -0.30913 6.04976 0.10
H 0.02272 0.95720 4.88272 0.09
H 0.80435 -0.61008 4.79032 0.10
H -4.76321 -1.12626 5.77817 0.09
H -6.21910 -1.99518 5.30124 0.10
H -5.65716 -0.62983 4.32909 0.08
H -3.56226 -3.34813 5.85255 0.08
H -3.45094 -4.35763 4.39708 0.10
H -4.97911 -4.20261 5.26552 0.10
H -5.64995 -2.18339 2.25332 0.06
H -6.25925 -3.46783 3.30493 0.10
H -4.80224 -3.73521 2.33881 0.09
H -4.61881 -4.12552 -4.16026 0.10
H -6.20137 -4.40335 -3.44267 0.10
H -4.79882 -5.20715 -2.75519 0.09
H -5.00822 -1.65664 -3.90698 0.09
H -5.31686 -0.94553 -2.31192 0.06
H -6.57370 -1.89813 -3.12796 0.10
H -5.43447 -4.28857 -0.51203 0.10
H -6.83632 -3.47277 -1.20962 0.10
H -5.64448 -2.54787 -0.27359 0.06
Cl 2.19628 2.83854 1.37508 0.72
C 2.83203 1.75269 0.21568 -0.68
C 2.02994 0.76367 -0.36683 -0.36
C 2.59288 0.03169 -1.40538 -0.66
Cl 1.49699 -1.04850 -2.20015 0.78
C 3.89787 0.16129 -1.83866 -0.69
Cl 4.51047 -0.81554 -3.09914 0.76
C 4.69121 1.12816 -1.21375 -0.68
Cl 6.29850 1.35155 -1.72542 0.77
C 4.15485 1.93067 -0.19993 -0.69
Cl 5.12008 3.14358 0.51801 0.75
```

A structure of composition C40H35As2BF4O3Pt. Source: OMol25; level of theory: wB97M-V/def2-TZVPD.

Computed properties:
Multiplicity: 1
E in eV: -184666.8370
ΔE to the lowest compared entry with this formula, charge and spin in kJ/mol: 24.2
E_HOMO in Ha: -0.33324
E_LUMO in eV: -1.352

The geometry in XYZ format:
```
86
Properties=species:S:1:pos:R:3:lowdin_charge:R:1
Pt -1.53634 0.26591 0.18925 1.00
C 0.40355 -2.47021 -0.82959 -0.34
C -0.02913 -3.09197 0.49637 -0.43
As 0.11974 -1.98975 2.11414 1.33
C -0.58925 -3.24513 3.43162 -0.39
C -1.08353 -2.69698 4.61564 -0.13
C -1.59888 -3.51432 5.60793 -0.09
C -1.62043 -4.89202 5.42492 -0.08
C -1.13175 -5.43969 4.24986 -0.07
C -0.61204 -4.62214 3.25293 -0.09
C -1.55801 -0.96188 1.95909 -0.53
C -2.68773 -1.38131 1.18893 -0.19
C -3.93440 -0.67102 1.24648 -0.07
C -3.97199 0.56462 1.80926 -0.07
C -2.78293 1.09959 2.39289 -0.08
C -1.64956 0.32734 2.58268 -0.18
As -0.76034 -1.09241 -1.54715 1.30
C 0.20833 -0.13536 -2.90064 -0.34
C 1.59831 -0.11430 -2.94042 -0.10
C 2.24695 0.64186 -3.90674 -0.06
C 1.50868 1.37610 -4.82248 -0.06
C 0.12319 1.35157 -4.78136 -0.06
C -0.52946 0.59420 -3.82468 -0.09
C -2.24225 -1.87960 -2.46172 -0.37
C -3.51383 -1.34122 -2.30775 -0.12
C -4.58620 -1.93035 -2.95854 -0.07
C -4.38400 -3.05515 -3.74520 -0.06
C -3.11032 -3.58109 -3.90483 -0.05
C -2.03090 -2.98855 -3.27132 -0.09
H 0.42320 -3.25849 -1.58489 0.08
H 1.39298 -2.01722 -0.76550 0.06
H 0.64651 -3.93302 0.68412 0.09
H -1.01926 -3.52477 0.42831 0.03
H -1.06829 -1.62231 4.76990 0.09
H -1.98282 -3.07792 6.52112 0.10
H -2.02725 -5.53439 6.19515 0.10
H -1.16992 -6.50877 4.08811 0.11
H -0.28665 -5.08067 2.32894 0.09
H -2.68248 -2.34677 0.69785 0.09
H -4.80831 -1.11420 0.78783 0.12
H -4.87767 1.15550 1.80306 0.12
H -2.78666 2.11109 2.77580 0.11
H -0.80247 0.73166 3.12387 0.09
H 2.17981 -0.65885 -2.21376 0.09
H 3.32891 0.67012 -3.92934 0.11
H 2.01566 1.97831 -5.56490 0.11
H -0.45163 1.93433 -5.48887 0.11
H -1.61144 0.58288 -3.78959 0.11
H -3.66760 -0.47172 -1.67520 0.08
H -5.58053 -1.52035 -2.83898 0.10
H -5.22644 -3.53176 -4.22876 0.11
H -2.95720 -4.47161 -4.49828 0.12
H -1.04988 -3.42607 -3.37624 0.11
O 1.42320 0.51412 -0.03771 -0.10
C 1.34622 1.94028 0.00289 -0.31
C 0.20838 2.43137 -0.97922 -0.56
O 0.40155 3.36196 -1.71754 0.12
O -0.97292 1.86432 -0.88486 -0.23
C 1.00287 2.37759 1.42851 -0.16
C 1.75545 1.84137 2.47373 -0.03
C 1.47572 2.17238 3.79055 -0.07
C 0.45435 3.06805 4.07822 -0.09
C -0.27111 3.63360 3.04123 -0.08
C -0.00325 3.28830 1.72134 -0.03
C 2.70002 2.53089 -0.39222 -0.14
C 2.88725 3.91162 -0.34785 -0.02
C 4.11179 4.46530 -0.67920 -0.07
C 5.17198 3.64835 -1.05267 -0.09
C 4.99636 2.27616 -1.08500 -0.08
C 3.76539 1.71807 -0.75429 -0.03
H 1.41991 0.17261 0.86616 0.03
H 2.58083 1.17132 2.25600 0.13
H 2.06581 1.74268 4.58969 0.11
H 0.23982 3.33728 5.10421 0.11
H -1.05280 4.35213 3.25590 0.11
H -0.58759 3.73026 0.92424 0.13
H 2.06668 4.55556 -0.06557 0.12
H 4.23948 5.53959 -0.64770 0.10
H 6.12972 4.08252 -1.30915 0.10
H 5.81830 1.62942 -1.36542 0.10
H 3.63606 0.64631 -0.77595 0.10
F -3.16338 -6.13304 -1.42837 0.14
B -2.29408 -5.32116 -0.72664 -1.25
F -1.91465 -5.88187 0.49592 0.11
F -1.12120 -5.06712 -1.48860 0.08
F -2.92894 -4.05534 -0.46210 0.05
```

A structure of composition C13H25MoNO4. Source: OMol25; level of theory: wB97M-V/def2-TZVPD.

Computed properties:
Multiplicity: 3
E in eV: -25372.5076
E_HOMO (alpha / beta) in Ha: -0.86968 / -0.87049
E_LUMO (alpha / beta) in eV: -17.771 / -17.402
Charge: +4
<S²>: 2.019

The geometry in XYZ format:
```
44
Properties=species:S:1:pos:R:3:lowdin_spin:R:1
Mo 0.18102 -0.26603 0.94912 1.79
C -0.22828 -2.00213 3.03692 0.01
C -1.68998 -1.65753 2.77962 0.01
O -1.68858 -0.82973 1.59072 0.00
C -2.73848 0.17277 1.52252 0.00
C -2.23128 1.35777 0.68652 0.00
O -0.88398 1.54177 1.13882 0.01
C -0.05538 2.63057 0.71172 0.00
C 1.20992 2.48537 1.56932 0.00
O 1.58352 1.08057 1.60252 0.00
C 2.32242 0.64697 2.77242 0.01
C 1.88292 -0.79293 3.00952 0.01
O 0.45622 -0.74723 3.02482 0.02
H -0.11188 -2.52973 3.99782 0.00
H 0.16822 -2.66683 2.22042 0.00
H -2.29748 -2.56133 2.61992 0.00
H -2.10978 -1.09503 3.62852 0.00
H -3.64408 -0.26273 1.07602 0.00
H -2.97098 0.51787 2.54292 0.00
H -2.24228 1.14847 -0.39608 0.00
H -2.85148 2.24517 0.89202 0.00
H 0.15212 2.55027 -0.36868 0.00
H -0.52958 3.60327 0.91792 0.00
H 2.03342 3.08787 1.15842 0.00
H 0.99722 2.82367 2.59672 0.00
H 3.40632 0.71737 2.59282 0.00
H 2.06462 1.27977 3.63602 0.00
H 2.23752 -1.45573 2.16762 0.00
H 2.29992 -1.18293 3.95282 0.00
C 0.21652 -2.09663 -4.17328 0.01
C 0.31522 -0.68023 -3.57288 0.01
C 1.71452 -0.17593 -4.08058 0.00
C -0.82188 0.23117 -4.10398 0.01
C 0.29082 -0.59543 -2.17248 0.06
N 0.20392 -0.37313 -1.01328 0.02
H 0.25752 -2.01613 -5.26338 0.00
H -0.74628 -2.56553 -3.95068 0.00
H 1.01862 -2.74833 -3.83378 0.00
H 1.70532 -0.20203 -5.17358 0.00
H 2.51942 -0.81783 -3.72828 0.00
H 1.90282 0.85647 -3.78648 0.00
H -0.72498 0.29037 -5.18818 0.00
H -0.77298 1.24377 -3.70948 0.00
H -1.80058 -0.19033 -3.87938 0.00
```

The molecule FH5N3P. Source: OMol25; level of theory: wB97M-V/def2-TZVPD.

Computed properties:
Multiplicity: 3
E in eV: -16553.0277
ΔE to the lowest compared entry with this formula, charge and spin in kJ/mol: 177.4
E_HOMO (alpha / beta) in Ha: -0.16704 / -0.39758
E_LUMO (alpha / beta) in eV: 0.997 / -3.678
<S²>: 2.006

The geometry in XYZ format:
```
10
Properties=species:S:1:pos:R:3:lowdin_spin:R:1
N 0.41014 -1.29489 -1.20843 0.87
N -0.04470 -0.70847 1.32414 0.15
N -0.98040 1.06784 -0.58071 0.09
F 1.60573 1.16738 -0.17251 0.35
P 0.18258 -0.16701 -0.21455 0.48
H 0.39117 -1.04032 -2.18164 0.03
H 0.35543 -0.09233 2.05750 0.01
H 0.26477 -1.70594 1.18258 0.01
H -1.69794 0.83419 0.14909 0.01
H -0.48678 1.93954 -0.35548 0.01
```

A cluster of 2 separate species, H4N8 in total. Source: OMol25; level of theory: wB97M-V/def2-TZVPD.

Computed properties:
Multiplicity: 1
E in eV: -11979.0543
ΔE to the lowest compared entry with this formula, charge and spin in kJ/mol: 47.0
E_HOMO in Ha: -0.32366
E_LUMO in eV: 0.983

The geometry in XYZ format:
```
12
Properties=species:S:1:pos:R:3:lowdin_charge:R:1
N -3.79818 -0.22425 0.58318 0.02
N -2.97863 0.48200 0.36956 -0.06
N 1.81228 -0.37055 -0.29866 -0.09
N 1.47067 1.03465 0.03473 -0.08
N 0.71746 -1.10408 0.20596 0.01
N 0.08009 1.01002 -0.21593 -0.03
N -0.46479 -0.32317 -0.20781 -0.32
N -1.52585 -0.75530 -0.45541 0.07
H 2.68973 -0.55700 0.22835 0.12
H 1.56721 1.24176 1.17031 0.17
H 0.71545 -1.86521 -0.35801 0.06
H -0.28543 1.43114 -1.05626 0.12
```